Entry 1:
C5H12N2O as an isolated structure, computed with ωB97M-V with the def2-TZVPD basis set.

Output
- HOMO level (eV) = -6.42
- frontier orbital gap (Ha) = 0.25940
- LUMO energy (eV) = 0.6
- calculated total energy (Eh) = -382.2372

The geometry in ORCA input format:
```
! RIJCOSX wB97M-V def2-TZVPD def2/J DEFGRID3
* xyz 0 1
C -0.49041 -0.96042 -0.27912
C 0.52027 1.55617 -0.81568
C 1.05561 0.47245 1.56055
N 0.92309 0.29358 -0.20470
C -1.39486 -0.75350 0.80001
N 1.99350 -0.39761 -0.83068
C -2.64489 -1.11979 0.98985
O -0.94905 -0.91946 -1.60804
H -1.86115 -0.60251 -1.59766
H 0.14251 -1.83489 -0.13602
H 1.67808 -0.62536 -1.77664
H 2.79449 0.21573 -0.95062
H -0.49923 1.78574 -0.49086
H 0.53835 1.50727 -1.90582
H 1.18650 2.35455 -0.48985
H 0.20149 0.94065 2.03753
H 1.88392 1.18003 1.52528
H 1.31712 -0.48529 1.98951
H -3.21925 -0.79499 1.85070
H -3.17609 -1.81234 0.33224
*
```

***

Entry 2:
C12H19Cl2N3OPb as an isolated structure, computed with ωB97M-V with the def2-TZVPD basis set.

Output
- HOMO level (spin up / spin down) (eV) = -7.96 / -5.41
- frontier orbital gap (spin up / spin down) (Ha) = 0.30853 / 0.17446
- LUMO energy (spin up / spin down) (eV) = 0.4 / -0.7
- calculated total energy (Eh) = -1821.3014

The geometry in ORCA input format:
```
! RIJCOSX wB97M-V def2-TZVPD def2/J DEFGRID3
* xyz 0 1
Pb 0.29460 -2.68930 -1.26913
Cl 2.21061 -2.29759 -2.86735
Cl -0.27617 -1.76719 2.72494
C -0.77604 -3.34882 -2.87272
H -1.84596 -3.63828 -2.79953
H -0.34038 -3.36683 -3.89118
C 1.15874 -1.13457 1.97481
C 1.83563 -1.82127 1.10866
H -0.81426 -0.20077 0.87991
C 3.07449 -1.28675 0.41871
H 1.62131 -2.89295 0.96835
C 3.51458 0.11236 0.88789
H 3.92058 -1.98023 0.55860
H 2.92020 -1.25988 -0.67435
C 2.36516 0.98854 1.38379
H 4.23542 -0.01712 1.70465
H 4.04609 0.62487 0.07789
C 1.56368 0.24696 2.45697
H 2.76427 1.92379 1.79665
H 1.71097 1.26318 0.54548
H 2.20896 0.12839 3.34472
H 0.69399 0.83435 2.78397
C -2.06875 1.28270 -3.11192
N -2.13611 1.31683 -1.64770
C -2.99916 2.15495 -0.98945
C -3.05799 2.16740 0.38307
C -2.25513 1.29009 1.10785
N -1.41523 0.47773 0.40136
C -1.32822 0.45810 -0.97791
O -0.54751 -0.31739 -1.57083
N -2.21492 1.16666 2.43994
H -1.07334 1.58096 -3.45693
H -2.81374 1.98330 -3.49189
H -2.28255 0.27579 -3.48669
H -3.60301 2.77631 -1.64577
H -3.73549 2.83058 0.90825
H -2.83126 1.73730 3.00366
H -1.72404 0.39780 2.89323
*
```

***

Entry 3:
A 5-piece molecular cluster, C33H58I3N5O7P2S2 overall, computed with ωB97M-V with the def2-TZVPD basis set.

Output
- HOMO level (eV) = -8.56
- frontier orbital gap (Ha) = 0.31528
- LUMO energy (eV) = 0.0
- SMILES string = CCOP(=O)(CCC[C@]1(S)[C@@](I)(CCCN)OC(=O)[C@@]1(/C(I)=C(/C)I)P(O)(O)=S)OCC.CCCC#N.CCCC#N.CCCC#N.CCCC#N
- calculated total energy (Eh) = -4464.9389

The geometry in ORCA input format:
```
! RIJCOSX wB97M-V def2-TZVPD def2/J DEFGRID3
* xyz 0 1
C 2.12762 3.93242 -0.85171
C 1.43504 3.47544 -2.12564
O 0.35553 2.54666 -1.88899
P 0.55148 1.15558 -1.15594
O 0.45488 1.14933 0.30957
C -0.58759 0.07967 -2.02870
C -2.05973 0.53097 -2.18746
C -3.10422 -0.52262 -1.77458
C -3.83939 -0.57011 -0.40393
S -2.60523 -0.78738 0.93055
C -4.86175 -1.81934 -0.42619
I -4.46595 -3.38789 -1.96167
C -5.12422 -2.57529 0.86205
C -4.18905 -3.72196 1.26642
C -3.99726 -3.79323 2.78448
N -2.78601 -4.56300 3.10271
O -6.08593 -1.25631 -0.87186
C -5.82764 0.00129 -1.32360
O -6.11084 0.36454 -2.40883
C -4.91411 0.65279 -0.26908
C -4.41190 2.07662 -0.48645
I -2.71493 2.57194 0.66680
C -4.99093 3.12780 -1.06459
C -4.34895 4.49142 -1.15574
I -6.99745 3.23702 -1.67659
P -5.90630 0.75981 1.38143
O -4.86632 0.27476 2.50017
O -5.97204 2.34701 1.59633
S -7.64855 -0.05443 1.49706
O 1.99527 0.69849 -1.69293
C 2.68976 -0.29254 -0.90718
C 3.77470 -0.95685 -1.72143
H 1.42980 3.91336 -0.01304
H 2.98324 3.29942 -0.60841
H 2.49020 4.95351 -0.98127
H 0.96376 4.31334 -2.63945
H 2.14012 3.01779 -2.81722
H -0.14413 -0.06056 -3.01807
H -0.50548 -0.88432 -1.51372
H -2.23115 1.51263 -1.76400
H -2.21923 0.66437 -3.26061
H -3.86358 -0.55827 -2.55547
H -2.58546 -1.47964 -1.82280
H -1.98709 -1.75566 0.24081
H -6.14260 -2.95980 0.75044
H -5.15793 -1.85145 1.67412
H -4.61637 -4.66936 0.93130
H -3.20017 -3.61472 0.81827
H -4.84642 -4.30635 3.23560
H -3.94801 -2.77064 3.18600
H -1.99496 -3.93208 3.18658
H -2.87942 -4.98643 4.01942
H -5.03342 5.21450 -1.59031
H -4.05901 4.84465 -0.16386
H -3.45675 4.44658 -1.78688
H -5.30894 -0.31878 3.12810
H -6.72594 2.52784 2.18342
H 3.11070 0.19870 -0.02637
H 1.97928 -1.04514 -0.54975
H 4.59450 -0.28149 -1.97967
H 4.20771 -1.73973 -1.09009
H 3.40822 -1.44902 -2.62462
C 5.50939 1.70965 -6.57765
C 4.74398 0.82190 -5.60556
C 3.69869 1.59408 -4.78880
C 4.31164 2.64297 -3.97699
N 4.79198 3.46695 -3.34150
H 6.07219 2.48017 -6.04880
H 6.21753 1.12170 -7.16065
H 4.83109 2.20553 -7.27480
H 5.43958 0.33310 -4.92035
H 4.22527 0.03183 -6.15096
H 3.16247 0.92109 -4.11575
H 2.96743 2.06076 -5.45273
C 6.58175 2.53641 2.10270
C 6.53063 2.98234 0.64819
C 6.19540 1.83117 -0.30739
C 7.18537 0.75526 -0.24262
N 7.96479 -0.08546 -0.19248
H 7.36793 1.79545 2.25556
H 6.79523 3.37924 2.75983
H 5.63180 2.09603 2.41453
H 7.48792 3.41858 0.35820
H 5.77462 3.75834 0.51770
H 6.14080 2.18723 -1.33798
H 5.22122 1.40488 -0.05338
C -10.11371 -5.07659 0.81869
C -8.88653 -5.51001 0.02924
C -8.00740 -6.51512 0.78105
C -7.48026 -5.95475 2.02526
N -7.06877 -5.51514 3.00161
H -9.83012 -4.57827 1.74709
H -10.71536 -4.37835 0.23779
H -10.74247 -5.93255 1.07225
H -8.27944 -4.63769 -0.22325
H -9.19261 -5.96674 -0.91323
H -7.15431 -6.81329 0.16891
H -8.57148 -7.41756 1.02507
C 8.93871 0.10096 4.50645
C 9.57394 0.34726 5.86742
C 8.96605 1.55966 6.58309
C 9.12894 2.79303 5.81169
N 9.25563 3.74421 5.18305
H 9.10686 0.94848 3.84072
H 9.35903 -0.78314 4.02848
H 7.86068 -0.04746 4.59932
H 10.64901 0.49892 5.75499
H 9.44153 -0.52425 6.51075
H 9.42656 1.70823 7.56086
H 7.89639 1.40699 6.74270
*
```

***

Entry 4:
C48H67BHfN3P2SSb as an isolated structure, computed with ωB97M-V with the def2-TZVPD basis set.

Output
- HOMO level (eV) = -12.33
- frontier orbital gap (Ha) = 0.25460
- LUMO energy (eV) = -5.4
- calculated total energy (Eh) = -3427.1425

The geometry in ORCA input format:
```
! RIJCOSX wB97M-V def2-TZVPD def2/J DEFGRID3
* xyz 2 1
Hf 0.04745 -1.38147 -0.63458
C -2.63982 -0.40097 -2.04586
C -3.41142 0.15952 -0.86159
C -3.26048 1.68710 -0.88616
C -4.89127 -0.22240 -0.95678
P -2.49207 -0.57260 0.57238
C -3.16347 -2.31092 0.70057
N -2.07308 -3.12741 1.20044
B -0.72087 -2.95300 0.75846
N 0.08579 -3.68509 1.68280
C 1.53027 -3.70325 1.67978
P 2.14649 -2.01950 1.17690
C 2.32433 -1.09342 2.77862
C 3.34279 -1.74401 3.71313
C 0.93409 -1.09095 3.41694
C 2.72194 0.37033 2.53160
C 3.75191 -2.41971 0.33434
C 3.38393 -2.86369 -1.08321
C 4.53309 -3.54278 1.02867
C 4.62292 -1.15994 0.22867
C -0.74623 -4.29455 2.62717
C -0.43967 -5.11383 3.70523
C -1.48951 -5.57760 4.48453
C -2.81372 -5.24384 4.18518
C -3.12408 -4.43442 3.10171
C -2.07642 -3.95244 2.32927
C -2.91991 0.18686 2.19427
C -2.58068 -0.82493 3.29787
C -4.40005 0.54651 2.27307
C -2.03542 1.43524 2.39065
H -2.97095 0.02534 -2.99712
H -2.71338 -1.48660 -2.14474
H -1.58923 -0.07535 -1.93154
H -3.67941 2.07166 -1.82093
H -2.21141 1.98887 -0.83556
H -3.79176 2.17135 -0.06757
H -5.24584 -0.01948 -1.97173
H -5.50387 0.36692 -0.27613
H -5.08014 -1.27719 -0.75478
H -3.49783 -2.63802 -0.28460
H -4.02780 -2.36366 1.36399
H 1.92709 -4.43926 0.98160
H 1.91516 -3.96311 2.66572
H 3.14033 -2.79678 3.91137
H 3.29945 -1.22069 4.67243
H 4.36142 -1.65120 3.33933
H 0.60791 -2.08108 3.73897
H 0.18604 -0.68790 2.73316
H 0.96048 -0.44251 4.29730
H 3.73847 0.47239 2.15772
H 2.67005 0.90175 3.48670
H 2.04909 0.86637 1.83530
H 2.70670 -3.72182 -1.09883
H 4.29051 -3.16318 -1.61642
H 2.93177 -2.05479 -1.66086
H 4.01389 -4.50022 0.99223
H 4.76616 -3.31845 2.06711
H 5.48290 -3.67311 0.50270
H 4.06306 -0.30322 -0.16147
H 5.45073 -1.36185 -0.45704
H 5.05478 -0.87897 1.18962
H 0.58130 -5.39862 3.93035
H -1.28002 -6.22074 5.32856
H -3.61242 -5.63621 4.80004
H -4.15590 -4.20161 2.86534
H -3.32162 -1.62108 3.36959
H -2.57404 -0.29531 4.25496
H -1.60652 -1.29077 3.16985
H -5.05109 -0.29279 2.01850
H -4.66091 1.39171 1.63696
H -4.62183 0.82957 3.30575
H -0.97547 1.16922 2.43067
H -2.30071 1.91193 3.33924
H -2.15892 2.17659 1.60112
S 0.58334 1.13817 -0.20367
Sb 0.76021 3.16798 -1.28559
C -0.12752 3.27807 -3.14545
C 0.15716 4.39207 -3.93665
C -0.46655 4.51663 -5.17160
C -1.35702 3.53954 -5.60035
C -1.62856 2.43134 -4.80590
C -1.01345 2.29514 -3.56864
C 2.75576 3.66561 -1.38405
C 3.72127 2.66512 -1.41519
C 5.05655 3.02770 -1.50898
C 5.41084 4.37093 -1.56938
C 4.43991 5.36412 -1.53285
C 3.09776 5.01762 -1.43510
C -0.25599 4.46786 -0.04130
C 0.08038 4.51651 1.31125
C -0.65152 5.33675 2.15555
C -1.70784 6.09061 1.65043
C -2.03796 6.03495 0.30319
C -1.31185 5.21748 -0.55611
H 0.85969 5.15322 -3.61335
H -0.25526 5.37369 -5.79806
H -1.83874 3.64125 -6.56445
H -2.31565 1.66913 -5.15267
H -1.20802 1.42697 -2.96150
H 3.43961 1.61973 -1.36876
H 5.82220 2.26316 -1.53506
H 6.45477 4.64647 -1.64089
H 4.72609 6.40696 -1.57363
H 2.34532 5.79706 -1.38364
H 0.90117 3.92865 1.70668
H -0.39773 5.39267 3.20660
H -2.27431 6.73061 2.31492
H -2.85804 6.62780 -0.08170
H -1.57136 5.17212 -1.60750
C -1.07290 -4.07369 -2.35457
C -0.61301 -2.85293 -3.10055
C -0.96569 -2.44356 -4.34715
C -0.17865 -1.29516 -4.67087
C 0.63689 -1.02537 -3.61534
C 1.81267 -0.10277 -3.56135
N 0.37240 -1.97088 -2.59741
H -1.33421 -4.85605 -3.06641
H -1.95619 -3.91472 -1.72962
H -0.28638 -4.47531 -1.71465
H -1.67987 -2.93884 -4.98925
H -0.16753 -0.76748 -5.61523
H 1.65445 0.75430 -4.21471
H 2.71639 -0.61304 -3.90487
H 2.01392 0.27091 -2.55554
*
```

***

Entry 5:
A 2-piece molecular cluster, C4H7N overall, computed with ωB97M-V with the def2-TZVPD basis set.

Output
- HOMO level (eV) = -9.15
- frontier orbital gap (Ha) = 0.37158
- LUMO energy (eV) = 1.0
- SMILES string = C=C=N.C=C
- calculated total energy (Eh) = -211.2532

The geometry in ORCA input format:
```
! RIJCOSX wB97M-V def2-TZVPD def2/J DEFGRID3
* xyz 0 1
C 0.21876 -1.37054 1.03294
C 1.18420 -1.99427 1.62863
N 2.20603 -2.43883 2.14353
H -0.08663 -1.68015 0.04229
H -0.55252 -0.87565 1.45870
H 2.26156 -3.36950 2.49629
C -0.83548 1.59071 -2.03445
C -0.82485 2.39815 -0.97975
H -0.56961 0.47758 -2.03548
H -1.27775 1.82232 -2.97718
H -1.21217 3.36327 -0.88135
H -0.51154 2.07691 0.10583
*
```

***

Entry 6:
A single C4H6O2 molecule, computed with ωB97M-V with the def2-TZVPD basis set.

Output
- HOMO level (eV) = -9.82
- frontier orbital gap (Ha) = 0.39244
- LUMO energy (eV) = 0.9
- SMILES string = O=C[C@@H]1C[C@@H]1O
- calculated total energy (Eh) = -306.4308

The geometry in ORCA input format:
```
! RIJCOSX wB97M-V def2-TZVPD def2/J DEFGRID3
* xyz 0 1
O -1.33897 1.62093 1.42640
C -0.82236 0.57603 1.13627
C -0.85585 -0.05231 -0.22357
C 0.14425 -1.16193 -0.43294
C 0.50266 0.23158 -0.83714
O 1.33472 1.09716 -0.10415
H -0.14102 0.05039 1.84618
H -1.78565 0.02041 -0.77817
H -0.04653 -1.89814 -1.21116
H 0.59002 -1.59829 0.45738
H 0.61942 0.44785 -1.89495
H 1.77037 0.63836 0.62524
*
```

***

Repeat the fifth record exactly.
A 2-piece molecular cluster, C4H7N overall, computed with ωB97M-V with the def2-TZVPD basis set.

Output
- HOMO level (eV) = -9.15
- frontier orbital gap (Ha) = 0.37158
- LUMO energy (eV) = 1.0
- SMILES string = C=C=N.C=C
- calculated total energy (Eh) = -211.2532

The geometry in ORCA input format:
```
! RIJCOSX wB97M-V def2-TZVPD def2/J DEFGRID3
* xyz 0 1
C 0.21876 -1.37054 1.03294
C 1.18420 -1.99427 1.62863
N 2.20603 -2.43883 2.14353
H -0.08663 -1.68015 0.04229
H -0.55252 -0.87565 1.45870
H 2.26156 -3.36950 2.49629
C -0.83548 1.59071 -2.03445
C -0.82485 2.39815 -0.97975
H -0.56961 0.47758 -2.03548
H -1.27775 1.82232 -2.97718
H -1.21217 3.36327 -0.88135
H -0.51154 2.07691 0.10583
*
```

***

Which value of calculated total energy does entry 1 give? -382.2372 Eh